Molecular formula: C70H80N4O40
Method: DFT, ωB97M-V/def2-TZVPD

Output
F_max: 4.57 eV/A
Kohn-Sham gap: 6.612 eV
DFT total energy: -5943.81564 Ha
Total charge: 0

Each line ends with the Mulliken charge.
Cartesian coordinates (Å):
C: -1.754 -1.708 4.848  -1.004
C: -2.037 -1.347 6.106  0.243
C: -0.981 -1.160 7.239  0.993
O: -1.488 -0.872 8.291  -0.659
C: 0.437 -1.357 6.899  -0.747
C: 0.722 -1.894 5.705  0.212
C: -0.385 -2.163 4.695  0.575
O: 0.039 -2.640 3.655  -0.249
O: 1.942 -2.076 5.313  -0.502
O: -3.237 -1.005 6.549  -0.629
H: -2.518 -1.818 4.098  0.581
H: 1.155 -0.914 7.583  0.450
H: 1.954 -2.592 4.494  0.224
H: -3.191 -0.851 7.542  0.465
C: 4.369 -4.526 1.152  -1.058
C: 4.467 -5.559 0.373  0.285
C: 3.275 -6.509 0.036  1.243
O: 3.591 -7.406 -0.701  -0.727
C: 2.021 -6.318 0.699  -1.121
C: 1.930 -5.306 1.552  0.494
C: 3.109 -4.378 1.867  0.587
O: 2.897 -3.606 2.769  -0.307
O: 0.778 -5.000 2.139  -0.508
O: 5.519 -5.825 -0.312  -0.596
H: 5.157 -3.820 1.394  0.490
H: 1.207 -6.956 0.453  0.569
H: 0.837 -4.254 2.719  0.211
H: 5.332 -6.652 -0.813  0.405
C: -2.841 4.973 3.787  -0.128
C: -2.471 5.196 2.463  1.036
C: -3.559 4.898 1.320  0.228
O: -3.244 5.103 0.152  -0.717
C: -4.852 4.426 1.788  -0.876
C: -5.078 4.172 3.097  0.061
C: -4.098 4.565 4.168  0.977
O: -4.396 4.279 5.314  -0.787
O: -6.180 3.659 3.619  -0.699
O: -1.314 5.537 2.026  -0.918
H: -2.114 5.062 4.602  -0.430
H: -5.597 4.220 1.008  0.443
H: -6.030 3.639 4.613  0.450
H: -0.921 5.005 0.507  0.068
C: 0.136 3.578 -5.744  -1.473
C: -0.582 2.226 -5.482  0.719
C: -1.741 2.298 -4.404  0.008
O: -2.481 1.291 -4.230  -0.841
C: -1.949 3.399 -3.529  -0.549
C: -1.254 4.591 -3.809  0.717
C: -0.208 4.645 -4.979  0.792
O: 0.216 5.843 -5.286  -0.729
O: -1.240 5.683 -3.211  -0.951
O: -0.363 1.184 -6.025  -0.613
H: 0.709 3.559 -6.606  0.641
H: -2.737 3.346 -2.749  0.547
H: -0.367 6.546 -4.497  0.460
H: -1.195 -0.429 -5.613  0.080
C: 6.095 -1.596 4.225  -1.043
C: 6.288 -1.437 5.538  0.076
C: 5.656 -0.389 6.392  1.186
O: 5.957 -0.486 7.545  -0.672
C: 4.949 0.662 5.771  -1.141
C: 4.650 0.524 4.425  0.268
C: 5.227 -0.665 3.548  1.220
O: 4.903 -0.730 2.388  -0.666
O: 3.990 1.392 3.744  -0.097
O: 7.113 -2.216 6.194  -0.626
H: 6.453 -2.499 3.822  0.464
H: 4.585 1.490 6.374  0.458
H: 3.916 1.125 2.805  0.116
H: 7.083 -1.902 7.154  0.394
C: 1.955 -0.811 0.492  0.472
C: 0.989 0.034 0.952  -0.898
C: 0.071 0.866 -0.018  0.408
O: -0.649 1.665 0.505  0.005
C: 0.097 0.574 -1.407  0.746
C: 1.080 -0.273 -1.839  0.256
C: 2.138 -0.906 -0.922  0.787
O: 2.965 -1.601 -1.467  -0.608
O: 1.151 -0.716 -3.100  -0.178
O: 0.733 0.104 2.301  0.945
H: 2.695 -1.384 1.143  0.659
H: -0.793 0.948 -1.976  -0.887
H: 1.820 -1.351 -3.334  -0.105
H: -0.043 0.755 2.421  -0.234
C: -4.507 -4.961 -2.404  -0.860
C: -4.106 -3.737 -2.779  0.480
C: -2.547 -3.391 -2.697  0.566
O: -2.330 -2.203 -2.747  -0.342
C: -1.615 -4.429 -2.466  -1.857
C: -2.119 -5.654 -2.180  0.195
C: -3.575 -5.969 -2.061  0.968
O: -3.779 -7.074 -1.617  -0.719
O: -1.378 -6.710 -1.862  -0.599
O: -4.901 -2.798 -3.017  -0.852
H: -5.456 -5.291 -2.160  0.560
H: -0.584 -4.191 -2.412  1.022
H: -2.014 -7.440 -1.660  0.400
H: -4.546 -1.485 -2.782  0.338
C: -3.162 1.428 3.746  -0.519
C: -4.208 1.280 4.541  -0.021
C: -4.102 1.642 6.039  1.300
O: -5.134 1.405 6.607  -0.743
C: -2.807 1.991 6.679  -1.087
C: -1.753 2.018 5.884  -0.341
C: -1.884 1.756 4.380  1.296
O: -0.857 1.781 3.717  -1.047
O: -0.485 2.124 6.319  -0.715
O: -5.427 1.033 4.157  -0.600
H: -3.123 0.995 2.784  0.309
H: -2.848 2.200 7.729  0.524
H: 0.106 2.187 5.546  0.210
H: -6.015 0.950 4.968  0.495
C: 2.194 4.448 3.447  -1.125
C: 3.095 5.245 2.840  0.096
C: 3.007 6.680 2.704  1.311
O: 3.897 7.287 2.145  -0.677
C: 1.839 7.394 3.242  -0.602
C: 0.898 6.672 3.837  -0.353
C: 1.120 5.161 4.047  1.265
O: 0.358 4.575 4.807  -0.641
O: -0.234 7.166 4.310  -0.646
O: 4.153 4.712 2.274  -0.561
H: 2.369 3.392 3.567  0.747
H: 1.751 8.474 3.062  0.366
H: -0.580 6.397 4.790  0.419
H: 4.605 5.550 1.991  0.420
C: -2.682 -1.527 -7.072  -1.388
C: -1.674 -2.290 -6.300  0.681
C: -0.446 -2.573 -7.152  0.247
O: -0.773 -3.575 -8.108  -0.365
C: 0.299 -4.343 -8.643  -0.497
N: -1.203 -1.362 -5.159  1.756
H: -3.690 -1.572 -6.761  0.378
H: -2.728 -1.857 -8.134  0.375
H: -2.291 -0.487 -7.321  0.270
H: -2.110 -3.203 -5.847  0.308
H: 0.327 -2.898 -6.504  -0.508
H: -0.100 -1.657 -7.617  0.375
H: 0.911 -3.875 -9.436  0.291
H: -0.194 -5.152 -9.187  0.306
H: 0.956 -4.845 -7.834  0.052
H: -1.841 -1.393 -4.320  -0.647
H: -0.248 -1.557 -4.723  -0.142
C: 1.978 -5.568 -5.095  -0.520
C: 3.225 -5.049 -4.464  0.144
C: 2.913 -3.921 -3.579  -0.692
O: 2.727 -2.623 -4.228  -0.038
C: 4.008 -2.207 -4.691  -1.185
N: 4.051 -5.973 -3.659  -0.549
H: 1.429 -4.685 -5.513  -0.424
H: 1.388 -6.157 -4.342  0.204
H: 2.168 -6.198 -5.957  0.449
H: 3.932 -4.734 -5.183  0.355
H: 3.777 -3.889 -2.856  0.338
H: 2.016 -4.036 -3.007  0.112
H: 3.893 -1.265 -5.291  0.303
H: 4.422 -2.933 -5.419  0.270
H: 4.641 -2.012 -3.824  0.388
H: 3.549 -6.445 -2.863  0.128
H: 4.437 -6.764 -4.210  0.283
C: 0.701 6.784 -0.394  -1.613
C: 0.599 5.333 -0.919  1.166
C: 1.747 4.511 -0.291  -0.203
O: 1.788 3.166 -0.736  -0.009
C: 1.972 3.090 -2.162  -0.660
N: -0.711 4.711 -0.540  1.525
H: 1.026 6.820 0.653  0.104
H: -0.278 7.188 -0.417  0.507
H: 1.338 7.451 -0.965  0.448
H: 0.730 5.180 -1.996  -0.062
H: 1.619 4.385 0.805  -0.705
H: 2.642 5.085 -0.563  0.525
H: 2.335 2.083 -2.407  -0.030
H: 2.740 3.754 -2.512  0.457
H: 1.032 3.240 -2.689  0.204
H: -1.489 4.981 -1.211  0.562
H: -0.731 3.690 -0.641  -1.012
C: -3.788 1.278 -0.619  0.031
C: -3.556 -0.119 -1.087  2.948
C: -3.944 -1.163 0.024  -1.605
O: -2.952 -1.211 1.044  -0.010
C: -1.928 -2.093 0.656  0.374
N: -4.402 -0.334 -2.295  -0.095
H: -3.307 1.509 0.358  -0.498
H: -4.867 1.563 -0.500  0.497
H: -3.462 2.027 -1.309  -0.568
H: -2.528 -0.284 -1.392  -1.601
H: -4.048 -2.161 -0.458  0.118
H: -4.824 -0.812 0.502  0.698
H: -1.079 -1.987 1.309  -0.396
H: -1.590 -1.925 -0.378  -0.305
H: -2.159 -3.216 0.801  0.248
H: -5.374 -0.122 -2.081  0.517
H: -4.104 0.456 -2.933  0.266

=====

Molecular formula: C71H66CsN3O3P2S6Si
Method: DFT, ωB97M-V/def2-TZVPD

Output
F_max: 2.76 eV/A
Kohn-Sham gap: 3.783 eV
DFT total energy: -6516.77176 Ha
Total charge: -2

Each line ends with the Mulliken charge.
Cartesian coordinates (Å):
Cs: -0.771 -1.391 -0.725  2.179
O: -2.116 -0.657 1.350  -0.602
S: -1.915 0.820 1.185  0.249
C: -2.178 1.482 2.859  -0.160
C: -3.028 2.535 3.074  0.118
C: -3.414 2.957 4.371  -1.353
C: -2.957 2.253 5.440  0.317
C: -3.245 2.373 6.920  -0.933
C: -2.389 1.257 7.586  -0.845
C: -1.644 0.606 6.440  0.424
C: -0.735 -0.402 6.403  -1.147
C: -0.149 -0.742 5.155  0.037
C: -0.483 -0.146 3.964  -0.037
P: 0.534 -0.395 2.427  1.585
C: 1.514 -1.844 2.965  0.794
C: 2.840 -1.828 3.370  -0.735
C: 3.457 -3.010 3.779  -0.791
C: 2.756 -4.204 3.775  -0.772
C: 1.431 -4.229 3.350  -0.239
C: 0.821 -3.057 2.946  -0.206
C: 1.738 0.980 2.702  0.236
C: 2.226 1.374 3.950  -0.099
C: 3.188 2.366 4.055  -0.837
C: 3.683 2.981 2.908  -0.822
C: 3.194 2.611 1.666  -1.250
C: 2.213 1.630 1.566  -0.704
C: -1.542 0.828 3.969  -1.570
C: -2.031 1.212 5.227  1.175
C: -3.470 1.365 0.489  0.110
C: -4.574 0.713 0.978  -0.314
C: -5.884 1.085 0.626  -1.331
C: -6.043 2.156 -0.203  0.217
C: -7.292 2.815 -0.742  -0.901
C: -6.776 4.004 -1.601  -0.840
C: -5.268 3.901 -1.532  0.410
C: -4.284 4.649 -2.098  -1.315
C: -2.941 4.246 -1.902  0.525
C: -2.560 3.164 -1.145  -0.642
P: -0.790 2.584 -1.266  1.797
C: -0.518 2.919 -3.058  0.538
C: -0.024 4.100 -3.616  0.365
C: 0.122 4.219 -4.990  -0.859
C: -0.221 3.159 -5.825  -0.618
C: -0.717 1.985 -5.278  -0.431
C: -0.860 1.865 -3.903  -0.391
C: 0.081 4.005 -0.483  0.536
C: -0.503 4.749 0.542  -0.703
C: 0.194 5.773 1.172  -0.708
C: 1.486 6.083 0.775  -0.574
C: 2.088 5.336 -0.230  -0.789
C: 1.405 4.290 -0.831  -0.172
C: -3.580 2.435 -0.447  -0.313
C: -4.910 2.816 -0.711  0.660
H: -3.458 3.045 2.222  0.540
H: -4.099 3.790 4.481  0.467
H: -4.308 2.231 7.125  0.261
H: -2.978 3.364 7.294  0.284
H: -3.021 0.530 8.099  0.277
H: -1.700 1.662 8.330  0.264
H: -0.421 -0.921 7.302  0.420
H: 0.628 -1.497 5.154  0.587
H: 3.402 -0.903 3.365  0.399
H: 4.494 -2.991 4.093  0.276
H: 3.244 -5.123 4.079  0.332
H: 0.889 -5.167 3.307  0.320
H: -0.209 -3.072 2.602  0.067
H: 1.856 0.892 4.848  0.405
H: 3.564 2.653 5.031  0.422
H: 4.447 3.745 2.987  0.369
H: 3.569 3.085 0.769  0.556
H: 1.832 1.351 0.590  0.888
H: -4.410 -0.118 1.654  0.321
H: -6.728 0.534 1.023  0.435
H: -7.944 3.152 0.066  0.284
H: -7.861 2.108 -1.347  0.259
H: -7.120 4.964 -1.211  0.248
H: -7.121 3.930 -2.633  0.277
H: -4.503 5.501 -2.731  0.416
H: -2.171 4.803 -2.421  0.489
H: 0.247 4.938 -2.985  0.352
H: 0.512 5.140 -5.409  0.356
H: -0.094 3.252 -6.897  0.354
H: -0.980 1.139 -5.902  0.488
H: -1.249 0.937 -3.495  -0.441
H: -1.520 4.530 0.848  0.240
H: -0.279 6.332 1.971  0.441
H: 2.023 6.897 1.249  0.359
H: 3.102 5.560 -0.539  0.399
H: 1.902 3.691 -1.588  0.256
C: 3.643 -3.531 -2.285  -0.765
Si: 3.207 -2.810 -0.594  0.016
C: 4.741 -3.139 0.489  -1.322
C: 3.167 -0.931 -0.789  1.279
N: 1.681 -3.314 -0.080  1.028
C: 1.301 -4.579 0.171  -0.526
C: 2.175 -5.678 0.427  -0.187
C: 1.735 -6.964 0.692  -1.037
C: 0.378 -7.265 0.695  -0.922
C: -0.519 -6.234 0.420  -0.465
C: -0.083 -4.944 0.206  0.153
O: -0.985 -3.939 -0.158  -0.578
C: -2.257 -3.904 0.367  -0.128
C: -3.240 -3.312 -0.422  -0.421
C: -4.535 -3.178 0.051  -0.622
C: -4.874 -3.658 1.309  -0.744
C: -3.892 -4.249 2.096  -0.710
C: -2.587 -4.367 1.639  -0.247
H: 4.534 -3.071 -2.728  -0.047
H: 2.796 -3.381 -2.963  0.184
H: 3.812 -4.611 -2.213  0.424
H: 5.660 -3.093 -0.106  0.400
H: 4.710 -4.112 0.984  0.313
H: 4.809 -2.387 1.280  0.318
H: 3.610 -0.611 -1.737  -0.806
H: 3.711 -0.435 0.023  0.229
H: 2.134 -0.576 -0.768  -0.706
H: 3.240 -5.479 0.409  0.180
H: 2.464 -7.745 0.890  0.364
H: 0.022 -8.271 0.876  0.368
H: -1.580 -6.447 0.362  0.466
H: -2.984 -2.940 -1.409  1.167
H: -5.268 -2.690 -0.579  0.504
H: -5.890 -3.570 1.674  0.366
H: -4.139 -4.629 3.081  0.373
H: -1.825 -4.811 2.266  0.338
O: -5.618 -2.935 -6.547  -0.723
C: -4.801 -2.465 -5.771  0.520
S: -3.069 -2.715 -5.872  -0.224
C: -2.569 -1.768 -4.458  -0.132
C: -3.573 -1.168 -3.782  -0.500
S: -3.456 -0.133 -2.371  0.150
S: -5.207 -1.449 -4.398  -0.121
S: -0.856 -1.723 -4.116  -0.198
C: 6.599 0.497 -2.200  -1.133
C: 6.298 0.300 -3.681  0.061
N: 5.287 1.254 -4.152  -0.242
C: 3.956 0.907 -4.179  -0.352
S: 2.750 1.887 -3.596  0.025
N: 3.648 -0.306 -4.704  0.237
C: 4.337 -0.956 -5.812  -0.660
C: 4.585 -2.433 -5.546  -0.888
H: 7.268 -0.284 -1.834  0.351
H: 5.675 0.459 -1.620  0.159
H: 7.075 1.465 -2.025  0.402
H: 5.924 -0.706 -3.842  -0.196
H: 7.207 0.421 -4.276  0.352
H: 5.378 2.170 -3.736  0.359
H: 2.656 -0.501 -4.630  -0.014
H: 5.270 -0.425 -5.996  0.337
H: 3.726 -0.851 -6.713  0.436
H: 5.292 -2.580 -4.728  0.181
H: 4.989 -2.913 -6.440  0.414
H: 3.655 -2.935 -5.278  0.225

=====

In the order shown, the computed lowest unoccupied orbital energy values come out to -0.0489, 0.1166 Eh.